Arrangement one

A 2-piece molecular cluster, C12H12 overall. Source: OMol25; level of theory: ωB97M-V/def2-TZVPD.

Last column: Mulliken charge in e.
Positions of all 24 atoms, in Å:
1 C 1.3099 -1.1433 1.0152  -0.4310
2 C 0.9025 0.1187 1.4801  -0.2458
3 C 1.2724 1.3227 0.7600  -0.3541
4 C 2.2326 1.1809 -0.2781  -0.4606
5 C 2.4406 -0.0978 -0.8136  -0.6778
6 C 2.0016 -1.2395 -0.0971  -0.0388
7 H 0.8874 -1.9882 1.5182  0.3909
8 H 0.1192 0.2179 2.2322  0.4136
9 H 1.0951 2.3159 1.3168  0.2981
10 H 2.6576 2.0796 -0.7074  0.3527
11 H 2.9619 -0.1062 -1.6952  0.5261
12 H 2.3997 -2.3215 -0.3257  0.2232
13 C -2.0386 -1.1974 0.2135  -0.4000
14 C -2.5756 -0.0629 0.6842  -0.2807
15 C -2.2569 1.2342 0.1201  -0.5283
16 C -1.3465 1.1649 -0.8326  -0.2161
17 C -0.9018 -0.0724 -1.4136  -0.2160
18 C -1.1497 -1.2350 -0.8915  -0.0165
19 H -2.3600 -2.1960 0.6870  0.2878
20 H -3.3603 -0.0218 1.4997  0.3080
21 H -2.3157 2.3143 0.5638  0.2523
22 H -0.8633 1.9855 -1.3436  0.4029
23 H 0.2049 0.0908 -1.9536  0.1210
24 H -0.7691 -2.2087 -1.4718  0.2889

- HOMO-LUMO gap (Eh) = 0.3648
- HOMO (eV) = -8.967
- structure (SMILES) = c1ccccc1.c1ccccc1

---

Arrangement two

A 2-piece molecular cluster, C12H12 overall. Source: OMol25; level of theory: ωB97M-V/def2-TZVPD.

Last column: Mulliken charge in e.
Positions of all 24 atoms, in Å:
1 C -3.1047 1.8577 -1.5673  -0.4526
2 C -2.5320 1.4659 -2.6380  -0.2799
3 C -1.4587 2.2363 -3.0508  -0.2530
4 C -0.8556 3.1766 -2.3227  -0.0948
5 C -1.1259 3.4695 -1.0732  -0.5036
6 C -2.3443 2.7865 -0.6339  -0.4690
7 H -3.9658 1.4644 -0.9790  0.3105
8 H -2.9424 0.7696 -3.4390  0.2811
9 H -1.3404 2.0096 -4.0463  0.3751
10 H 0.0368 3.7685 -2.7653  0.2083
11 H -0.6866 4.3102 -0.7008  0.4504
12 H -2.9114 3.2020 0.0899  0.4293
13 C 1.7305 -2.1532 3.1831  -0.5125
14 C 1.5092 -1.2045 2.2540  -0.2935
15 C 1.6055 -1.6962 0.9102  -0.3293
16 C 2.0031 -3.0481 0.6722  -0.1052
17 C 2.5174 -3.9026 1.6324  -0.4956
18 C 2.4563 -3.3405 2.8611  -0.1133
19 H 1.7778 -1.7489 4.2233  0.2771
20 H 1.0466 -0.2426 2.3779  0.3938
21 H 1.4450 -0.9306 0.1451  0.3477
22 H 1.7719 -3.2351 -0.4094  0.2511
23 H 2.7421 -4.9205 1.4441  0.4016
24 H 2.6257 -4.0941 3.8325  0.1764

- HOMO-LUMO gap (Eh) = 0.3593
- HOMO (eV) = -8.907
- structure (SMILES) = c1ccccc1.c1ccccc1

---

Least stable structure: arrangement two

---

Arrangement one

C4H13N2O2 as an isolated structure. Source: OMol25; level of theory: ωB97M-V/def2-TZVPD.

Last column: Mulliken charge in e.
Positions of all 21 atoms, in Å:
1 C 0.5257 -0.2739 0.0932  -0.7554
2 C -0.8150 0.1498 -0.4123  -0.1344
3 C -1.6293 -1.1051 -0.7529  -0.7042
4 O -0.9600 -1.9128 -1.6531  -0.7895
5 N 1.4136 1.2014 0.6640  -0.6899
6 C 1.5075 0.8876 2.0750  -0.2424
7 N 1.8507 2.1416 2.7613  -0.7265
8 H 0.4453 -0.8117 1.0294  0.2913
9 H 0.9642 -1.0210 -0.5913  0.4164
10 H -1.3402 0.7597 0.3414  0.1983
11 H -0.6973 0.7636 -1.2999  0.2534
12 H -1.8497 -1.6569 0.1768  0.3089
13 H -2.5957 -0.7814 -1.1821  0.3358
14 H 1.6986 0.4411 0.0909  0.2685
15 H 0.5671 0.5281 2.5011  0.3577
16 H 2.2682 0.1540 2.3554  0.2686
17 H 1.0861 2.7763 2.5515  0.2835
18 H 2.6236 2.5245 2.2220  0.2658
19 H -1.4923 -1.6818 -2.7566  0.4699
20 H -1.4976 -1.6824 -4.4658  0.1987
21 O -2.0735 -1.4007 -3.7480  -0.8744

- HOMO-LUMO gap (Eh) = 0.2834
- HOMO (eV) = -4.003
- net charge = -1

---

Arrangement two

A 2-piece molecular cluster, C4H13N2O2 overall. Source: OMol25; level of theory: ωB97M-V/def2-TZVPD.

Last column: Mulliken charge in e.
Positions of all 21 atoms, in Å:
1 C 0.3110 0.6413 0.6300  -0.2993
2 C -1.0323 0.3199 1.3650  -1.0585
3 C -2.1943 0.0315 0.4079  -0.2869
4 N -2.6631 1.3278 -0.1356  -0.6195
5 N 1.1914 -0.4950 0.4703  -0.3733
6 C 2.5317 -0.1815 -0.0289  -0.3265
7 O 2.6715 -0.3850 -1.3867  -0.9062
8 H 0.1412 1.1330 -0.3393  0.2499
9 H 0.7927 1.2988 1.3631  0.2582
10 H -1.3345 1.1479 2.0188  0.3687
11 H -0.7540 -0.5924 1.9193  0.4537
12 H -1.8045 -0.7447 -0.2742  0.2065
13 H -3.0952 -0.3698 0.8829  0.3038
14 H -1.9589 2.0508 -0.0779  0.2577
15 H -2.9562 1.2265 -1.0999  0.2175
16 H 0.7886 -1.2806 -0.0185  0.2747
17 H 2.7708 0.8809 0.1468  0.2497
18 H 3.3882 -0.7004 0.4828  0.1956
19 H 0.3886 -1.5831 -2.2413  0.2641
20 H 1.7391 -1.4749 -1.9134  0.3533
21 O 1.0785 -2.2509 -2.1713  -0.7833

- HOMO-LUMO gap (Eh) = 0.2528
- HOMO (eV) = -3.106
- net charge = -1

---

Least stable structure: arrangement one

---

Arrangement one

The molecule C3H3NO2S. Source: OMol25; level of theory: ωB97M-V/def2-TZVPD.

Last column: Mulliken charge in e.
Positions of all 10 atoms, in Å:
1 C 0.3621 -1.1709 -0.0719  0.0407
2 C 1.6734 -0.3123 -0.0668  0.4471
3 C -1.0860 0.5614 0.3798  -0.0016
4 N -0.8048 -0.7256 0.2031  -0.4027
5 O 2.7781 -0.8011 -0.1246  -0.5328
6 O -1.7741 1.2988 -0.3688  -0.3375
7 S 1.3335 1.3658 0.0702  -0.3249
8 H 0.5147 -2.2564 -0.1292  0.3902
9 H -1.1740 1.0561 1.3418  0.4044
10 H -1.8229 0.9843 -1.2337  0.3170

- HOMO-LUMO gap (Eh) = 0.2947
- HOMO (eV) = -8.825

---

Arrangement two

The molecule C3H3NO2S. Source: OMol25; level of theory: ωB97M-V/def2-TZVPD.

Last column: Mulliken charge in e.
Positions of all 10 atoms, in Å:
1 O 1.7635 0.1118 -1.7534  -0.4742
2 C 0.9082 0.1537 -0.9458  0.5197
3 C 0.3983 -0.9350 0.0065  -0.2082
4 N -0.6446 -0.2068 0.6978  -0.0989
5 C -0.7218 1.0591 0.2674  0.2327
6 S -1.7516 2.1188 0.9265  -0.3791
7 O 0.1805 1.3099 -0.6946  -0.2899
8 H 1.1931 -1.2618 0.6976  0.2408
9 H 0.0100 -1.8005 -0.5514  0.2513
10 H -1.3357 -0.5493 1.3493  0.2058

- HOMO-LUMO gap (Eh) = 0.3457
- HOMO (eV) = -8.982
- structure (SMILES) = O=C1CNC(=S)O1

---

Arrangement three

The molecule C3H3NO2S. Source: OMol25; level of theory: ωB97M-V/def2-TZVPD.

Last column: Mulliken charge in e.
Positions of all 10 atoms, in Å:
1 C -1.8189 0.3080 -1.1756  0.4648
2 C 1.7266 -0.1461 -0.2850  -0.5808
3 C 0.7281 0.1146 0.5025  -0.1081
4 N -1.1840 0.0343 -0.2281  -0.0829
5 O -1.2351 -0.4583 2.2112  -0.5321
6 O -2.3825 0.7002 -2.0958  -0.4079
7 S -0.6908 -1.0285 0.9736  0.4661
8 H 2.5784 0.5873 -0.4610  0.2013
9 H 1.8498 -1.0547 -0.6950  0.3104
10 H 0.4283 0.9431 1.2531  0.2692

- HOMO-LUMO gap (Eh) = 0.3724
- HOMO (eV) = -9.648

---

Least stable structure: arrangement three